{
  "formula": "C40H74Cl4N6O24",
  "method": "ωB97M-V with the def2-TZVPD basis set",
  "symbols": ["H", "H", "H", "H", "H", "O", "C", "H", "C", "H", "O", "C", "H", "H", "N", "H", "H", "H", "H", "H", "O", "C", "H", "N", "C", "N", "O", "H", "H", "O", "O", "C", "H", "O", "C", "H", "H", "H", "C", "O", "H", "C", "H", "H", "H", "H", "H", "H", "C", "H", "Cl", "H", "C", "C", "H", "C", "H", "H", "H", "C", "C", "H", "H", "C", "C", "H", "O", "H", "C", "C", "C", "H", "H", "H", "C", "C", "H", "H", "C", "H", "H", "Cl", "H", "N", "C", "C", "H", "N", "H", "C", "H", "H", "H", "H", "Cl", "O", "O", "O", "H", "O", "H", "C", "C", "O", "O", "H", "H", "H", "H", "H", "C", "C", "C", "H", "Cl", "H", "C", "C", "C", "H", "C", "H", "H", "N", "O", "H", "C", "H", "O", "O", "O", "H", "O", "C", "H", "O", "O", "H", "C", "H", "H", "O", "H", "H", "C", "C", "H", "O"],
  "xyz": [[-4.964, -0.699, 6.378], [1.929, 11.050, -6.489], [-1.730, 1.407, -10.707], [-0.883, 2.023, -1.086], [3.895, -2.136, -6.315], [-2.875, 2.715, -9.623], [2.863, 6.868, 3.119], [5.839, 3.607, -3.692], [-3.878, 7.855, 2.834], [-7.026, 2.084, -0.569], [-3.102, -9.366, 6.001], [-0.369, -12.119, -1.109], [-6.137, -3.275, -2.775], [-1.409, 1.335, 4.425], [2.574, 7.002, 4.558], [9.156, 2.873, 3.477], [1.919, -2.198, 0.679], [0.303, -6.339, 9.715], [-4.769, -11.784, 3.700], [2.868, 8.934, 7.181], [-3.755, 0.438, 3.615], [6.774, 3.927, -4.151], [-3.280, 7.093, 2.334], [-3.034, 0.856, 5.685], [-5.704, -4.144, -3.272], [5.365, -3.497, -3.886], [7.314, 2.843, 4.350], [-2.892, -7.585, 3.383], [-5.870, -5.071, -2.722], [6.465, 1.940, 6.258], [1.311, 9.732, -5.157], [2.157, 8.131, 5.159], [3.023, 7.840, 2.654], [-2.771, 1.785, -7.684], [2.231, 10.051, -6.175], [-3.017, -12.083, 3.828], [1.371, 9.386, -8.077], [7.698, 2.432, -5.388], [-5.153, -0.301, 5.381], [-5.098, -4.758, -6.580], [-9.225, 1.331, 0.124], [-2.513, 1.449, -9.949], [-3.348, 0.833, -10.285], [0.818, 2.022, -0.852], [5.959, 2.879, -5.819], [-0.324, -4.114, 9.106], [2.937, 8.695, -7.676], [-0.595, -12.790, -1.937], [-3.896, 0.307, 4.808], [0.702, -3.409, 10.395], [-10.637, 3.114, -0.461], [-0.184, -5.421, 11.203], [4.826, -3.622, -5.125], [3.648, -2.766, -5.460], [0.992, -9.039, -3.377], [-1.845, 1.625, 5.381], [2.891, 6.202, 5.086], [-5.991, 0.390, 5.287], [-3.358, 8.799, 2.675], [1.338, -1.378, 1.103], [-3.070, -9.134, 4.832], [-4.044, -2.723, -3.605], [-2.779, -7.093, 5.134], [-0.189, -9.703, -1.734], [6.934, 3.207, -5.459], [9.136, 0.313, 3.224], [-4.278, 7.610, 4.181], [-5.359, -1.202, 4.803], [8.167, 2.440, 3.327], [-5.207, 8.079, 2.222], [7.119, 1.804, 5.205], [-5.356, 9.153, 2.112], [-2.376, 0.016, -8.323], [0.124, 1.218, -2.275], [7.149, 5.464, -5.846], [8.227, 0.881, 3.423], [-0.955, 1.162, -8.475], [6.943, -3.908, -2.753], [0.683, -8.675, -2.397], [2.027, 6.329, 2.673], [7.044, -4.750, -4.233], [2.040, -4.121, 8.501], [-5.203, 7.524, 1.284], [0.024, 0.264, -0.234], [-5.010, -4.403, -5.386], [-2.032, 1.022, -8.564], [-1.300, -11.792, -0.645], [-3.545, -9.971, 3.891], [1.525, -8.405, -1.759], [0.625, -4.189, 9.637], [-3.539, -9.717, 2.913], [-1.020, 1.350, 6.037], [7.582, 3.762, -3.439], [3.702, 6.183, 2.993], [2.081, -5.903, 11.084], [-6.235, 7.204, 5.372], [-3.911, -4.302, -4.647], [-3.504, 3.923, -7.765], [1.199, -10.986, -2.118], [1.408, 8.030, -6.430], [1.424, 7.966, 7.137], [-7.873, 2.535, -1.086], [1.211, -0.326, -0.023], [0.374, 7.922, -4.350], [7.534, 4.203, -6.295], [-2.173, 2.663, 5.443], [0.307, -12.509, -0.347], [-7.720, 3.578, -1.363], [5.862, -5.377, -3.004], [1.800, -0.974, 2.003], [2.396, 8.099, 6.663], [-9.064, 2.397, -0.039], [0.000, 1.395, -1.207], [7.792, 2.677, 2.332], [-8.158, 1.584, -2.534], [-3.245, 0.703, 6.661], [-3.836, -11.437, 4.145], [-5.601, 7.375, 4.314], [0.528, -5.507, 10.383], [2.903, 7.152, 6.849], [-3.052, 2.894, -8.301], [-3.979, -11.688, 5.196], [-1.441, -8.009, 4.277], [0.278, -10.928, -1.709], [1.705, 9.086, 4.591], [-8.774, 2.771, 0.943], [1.993, 9.038, -7.252], [3.292, 10.031, -5.929], [2.272, 0.051, -0.660], [-6.070, -4.253, -4.582], [6.686, 5.267, -4.575], [5.033, -2.798, -3.237], [7.265, 6.523, -6.408], [-2.512, -7.828, 4.375], [0.368, -1.755, 1.425], [7.708, 0.655, 4.717], [-1.266, -9.422, -1.206], [-0.754, -0.077, 0.313], [0.975, 8.545, -5.252], [2.858, -3.458, -5.753], [0.025, -7.840, -2.637], [-6.139, 7.546, 3.073], [-3.534, -4.143, -2.639], [7.452, 0.535, 2.740], [6.339, -4.500, -3.440], [-4.205, -3.785, -3.419], [3.369, -2.115, -4.632], [5.285, -4.383, -5.947]],
  "mulliken_charge": [0.352, 0.279, 0.278, 0.333, 0.254, -0.316, -0.840, 0.251, -0.234, 0.241, -0.610, -0.778, 0.269, 0.264, -0.201, 0.270, 0.263, 0.284, 0.321, 0.284, -0.647, -0.240, 0.264, -0.188, -0.253, -0.206, -0.291, 0.315, 0.288, -0.556, -0.285, 0.663, 0.324, -0.286, -0.324, 0.291, 0.234, 0.276, -0.983, -0.582, 0.316, -0.247, 0.252, 0.272, 0.263, 0.288, 0.260, 0.278, 0.671, 0.308, -0.181, 0.291, 0.640, -0.855, 0.357, -0.814, 0.212, 0.231, 0.256, -0.949, 0.704, 0.257, 0.276, 0.814, -0.289, 0.302, -0.308, 0.299, -0.280, -0.308, 0.663, 0.261, 0.271, 0.250, 0.678, -0.284, 0.274, 0.365, -1.114, 0.271, 0.290, -0.181, 0.284, -0.165, 0.706, -0.342, 0.295, -0.227, 0.277, -0.386, 0.206, 0.327, 0.252, 0.277, -0.173, -0.560, -0.316, -0.586, 0.206, -0.336, 0.241, -0.334, 0.659, -0.615, -0.343, 0.276, 0.290, 0.313, 0.239, 0.250, -0.874, -0.499, -0.806, 0.264, -0.178, 0.212, -0.870, 0.670, -0.432, 0.252, 0.701, 0.313, 0.245, -0.219, -0.609, 0.322, -0.199, 0.260, -0.681, -0.309, -0.337, 0.247, -0.512, -0.962, 0.333, -0.317, -0.687, 0.241, 0.725, 0.236, 0.280, -0.326, 0.294, 0.228, -0.861, -0.356, 0.273, -0.621],
  "mol_weight_g_mol": 1164.86,
  "total_charge": 0,
  "orbital_gap_ev": 9.404
}